Entry 1:
The following is a quantum chemistry calculation of a structure of composition C49H50BN12O6Ti, from the Open Molecules 2025 dataset.

```
! wB97M-V def2-TZVPD RIJCOSX def2/J DEFGRID3
* xyz 0 2
Ti 0.017 -0.224 0.084
C 3.363 0.058 -3.901
C 2.811 -1.062 -3.011
C 3.546 -2.362 -3.347
C 1.332 -1.172 -3.241
C 0.731 -1.466 -4.477
C -0.613 -1.290 -4.259
N -0.792 -0.937 -2.980
N 0.398 -0.879 -2.329
B -2.081 -0.378 -2.383
N -2.506 -1.225 -1.176
C -3.758 -1.459 -0.790
C -3.728 -2.275 0.324
C -2.370 -2.514 0.556
N -1.629 -1.844 -0.348
C -1.794 -3.448 1.588
C -1.041 -4.608 0.928
C -2.893 -3.986 2.503
N -1.859 1.110 -2.053
C -2.652 2.106 -2.466
C -2.022 3.300 -2.199
C -0.797 2.935 -1.614
N -0.715 1.603 -1.514
C 0.325 3.873 -1.252
C 0.137 5.240 -1.909
C 1.673 3.277 -1.620
H 4.412 0.254 -3.672
H 3.294 -0.227 -4.954
H 2.796 0.981 -3.773
H 2.976 -0.789 -1.966
H 3.450 -2.584 -4.412
H 4.611 -2.269 -3.121
H 3.155 -3.223 -2.807
H 1.222 -1.730 -5.398
H -1.460 -1.364 -4.922
H -2.971 -0.439 -3.191
H -4.586 -1.048 -1.345
H -4.569 -2.684 0.855
H -1.119 -2.875 2.219
H -1.610 -4.999 0.082
H -0.060 -4.321 0.556
H -0.902 -5.424 1.641
H -3.642 -4.545 1.937
H -2.463 -4.662 3.243
H -3.398 -3.179 3.037
H -3.585 1.886 -2.959
H -2.364 4.289 -2.450
H 0.306 4.031 -0.172
H 0.047 5.143 -2.994
H -0.751 5.758 -1.540
H 1.001 5.873 -1.699
H 1.782 3.219 -2.709
H 2.489 3.892 -1.232
H 1.765 2.276 -1.212
O -3.800 2.039 0.565
C -4.077 1.769 1.865
C -5.244 2.263 2.447
C -5.531 2.021 3.776
C -4.650 1.278 4.553
C -3.495 0.787 3.976
C -3.183 1.010 2.633
C -1.924 0.441 2.089
O -1.665 0.579 0.841
N -1.128 -0.191 2.923
N -0.107 -0.707 2.176
C 0.781 -1.416 2.747
C 1.638 -2.184 1.854
C 2.595 -3.073 2.317
C 3.252 -3.872 1.397
C 2.909 -3.777 0.060
C 1.939 -2.863 -0.317
N 1.329 -2.066 0.553
H -4.482 2.623 0.213
H -5.926 2.844 1.835
H -6.443 2.414 4.206
H -4.863 1.085 5.595
H -2.796 0.205 4.561
H 0.826 -1.531 3.824
H 2.812 -3.130 3.374
H 4.008 -4.573 1.726
H 3.372 -4.404 -0.689
H 1.605 -2.771 -1.339
N 5.144 7.619 6.849
C 4.440 6.993 6.190
C 3.560 6.212 5.368
C 4.085 5.356 4.403
C 3.240 4.608 3.605
C 1.862 4.698 3.783
C 1.335 5.549 4.750
C 2.181 6.309 5.535
N 1.001 3.921 2.984
C -0.292 4.226 2.595
C -0.697 3.190 1.814
N 0.304 2.248 1.719
C 1.299 2.712 2.423
H 5.156 5.289 4.269
H 3.651 3.971 2.834
H 0.266 5.598 4.903
H 1.775 6.970 6.289
H -0.770 5.150 2.871
H -1.629 3.065 1.285
H 2.223 2.189 2.610
O 2.854 0.240 1.968
C 2.924 0.536 0.773
O 1.941 0.496 -0.064
C 4.252 1.019 0.248
C 4.416 1.426 -1.065
C 5.644 1.888 -1.547
C 6.681 1.924 -0.651
O 7.971 2.323 -0.863
C 8.641 2.193 0.392
O 7.719 1.650 1.332
C 6.525 1.519 0.666
C 5.330 1.063 1.150
H 3.567 1.385 -1.724
H 5.770 2.206 -2.574
H 8.966 3.180 0.729
H 9.486 1.513 0.278
H 5.197 0.739 2.172
*
```

* LUMO level (alpha / beta): -0.4 / -0.5 eV
* ⟨S²⟩: 0.75
* energy relative to the best compared isomer or geometry (same formula, charge and spin): 10.6 kcal per mole

---

Entry 2:
The following is a quantum chemistry calculation of a structure of composition C9H7CdN3O5, from the Open Molecules 2025 dataset.

```
! wB97M-V def2-TZVPD RIJCOSX def2/J DEFGRID3
* xyz 2 1
O 0.254 -2.845 -2.162
C 0.254 -1.697 -2.147
Cd 0.254 0.113 -2.124
O -2.464 0.115 -5.376
C -1.723 0.104 -4.495
C 2.034 0.116 -2.440
O 3.168 0.118 -2.640
C 0.255 1.924 -2.101
O 0.255 3.072 -2.086
C 1.892 0.145 3.164
N 0.790 0.034 2.199
C -0.474 -0.146 2.677
C -1.554 -0.256 1.805
C -1.325 -0.183 0.430
N -0.060 -0.006 -0.036
C 1.000 0.107 0.834
O 2.121 0.271 0.390
N -2.404 -0.282 -0.479
H 2.876 0.286 2.669
H 1.949 -0.781 3.776
H 1.719 1.013 3.834
H -0.654 -0.203 3.745
H -2.554 -0.394 2.196
H -3.369 -0.409 -0.139
H -2.240 -0.218 -1.493
*
```

* LUMO level: -9.2 eV
* energy relative to the best compared isomer or geometry (same formula, charge and spin): 86.5 kcal per mole

---

Entry 3:
The following is a quantum chemistry calculation of the molecule C4H5NO2, from the Open Molecules 2025 dataset.

```
! wB97M-V def2-TZVPD RIJCOSX def2/J DEFGRID3
* xyz 0 1
O -1.767 0.751 -0.024
C -0.899 -0.367 0.095
C 0.547 -0.069 0.057
C 1.159 1.173 0.089
O 2.490 0.919 -0.025
C 2.651 -0.395 -0.041
N 1.531 -1.054 -0.031
H -1.218 1.250 -0.704
H -1.368 -0.995 -0.752
H -0.917 -0.896 1.123
H 1.020 2.272 -0.111
H 3.506 -0.964 -0.266
*
```

* LUMO level: 0.8 eV
* energy relative to the best compared isomer or geometry (same formula, charge and spin): 49.1 kcal per mole